{
  "formula": "C28H64O16S6",
  "method": "wB97M-V/def2-TZVPD",
  "homo_lumo_gap_ev": 9.57,
  "homo_energy_ev": -9.50,
  "lumo_energy_ev": 0.1,
  "smiles": "O=S1(=O)CCCC1.O=S1(=O)CCCC1.O=S1(=O)CCCC1.O=S1(=O)CCCC1.O=S1(=O)CCCC1.O=S1(=O)CCCC1.CO.CO.CO.CO",
  "molar_mass_da": 849.21,
  "total_energy_ha": -4698.05764,
  "species": ["C", "O", "H", "H", "H", "H", "C", "O", "H", "H", "H", "H", "C", "O", "H", "H", "H", "H", "C", "O", "H", "H", "H", "H", "C", "C", "C", "S", "O", "O", "C", "H", "H", "H", "H", "H", "H", "H", "H", "C", "C", "C", "S", "O", "O", "C", "H", "H", "H", "H", "H", "H", "H", "H", "C", "C", "C", "S", "O", "O", "C", "H", "H", "H", "H", "H", "H", "H", "H", "C", "C", "C", "S", "O", "O", "C", "H", "H", "H", "H", "H", "H", "H", "H", "C", "C", "C", "S", "O", "O", "C", "H", "H", "H", "H", "H", "H", "H", "H", "C", "C", "C", "S", "O", "O", "C", "H", "H", "H", "H", "H", "H", "H", "H"],
  "xyz": [[15.877359, 10.403762, 12.452445], [16.171497, 9.834165, 11.168144], [16.448176, 10.050274, 13.268665], [15.965403, 11.482663, 12.359255], [14.837416, 10.235308, 12.663939], [16.545366, 8.964495, 11.154709], [15.065207, 12.282798, 16.215024], [14.689481, 11.443562, 15.138728], [15.800260, 13.049458, 15.930109], [14.197729, 12.723409, 16.731543], [15.500806, 11.527296, 16.885501], [14.007785, 11.886931, 14.593705], [9.765277, 15.377846, 10.864067], [10.038482, 14.170398, 10.111205], [10.608160, 15.479633, 11.554431], [9.686363, 16.166000, 10.148343], [8.822137, 15.222174, 11.386788], [9.926730, 13.434678, 10.719467], [11.513490, 12.912269, 13.713253], [12.828013, 13.269379, 13.514280], [11.346285, 12.681873, 14.750725], [10.783051, 13.671919, 13.461557], [11.140242, 12.069778, 13.104137], [13.155676, 13.080609, 12.618261], [10.746455, 7.667434, 16.358763], [12.225213, 7.875689, 16.084405], [12.417735, 9.377850, 15.900588], [11.452929, 10.167433, 17.284572], [10.793083, 11.332197, 16.691589], [12.210616, 10.310056, 18.506323], [10.253567, 8.778001, 17.349799], [10.530509, 6.666887, 16.786068], [10.207132, 7.729024, 15.469953], [12.450982, 7.322079, 15.170603], [12.917778, 7.510783, 16.862698], [11.822605, 9.788818, 15.051408], [13.379856, 9.871419, 15.952913], [9.345296, 9.200365, 16.975353], [10.182070, 8.447559, 18.410992], [11.865297, 8.910472, 10.488407], [11.813377, 9.124247, 12.030952], [10.325716, 9.052765, 12.421892], [9.383040, 9.845938, 11.097787], [9.103830, 11.261983, 11.395081], [8.332788, 8.978106, 10.659612], [10.761607, 9.735364, 9.878447], [11.734043, 7.815785, 10.319213], [12.808247, 9.179907, 10.156991], [12.199529, 10.123117, 12.307017], [12.429783, 8.444266, 12.607254], [10.098531, 9.531630, 13.349002], [10.054386, 8.010362, 12.336054], [11.072343, 10.784547, 9.731974], [10.230804, 9.357282, 8.989652], [15.082227, 16.249070, 12.943998], [15.674952, 17.705282, 12.859776], [14.508469, 18.663654, 12.633113], [13.336825, 17.726657, 11.585621], [13.510730, 18.336176, 10.270981], [12.016547, 17.682178, 12.211407], [14.126887, 16.085125, 11.759301], [14.589545, 16.146697, 13.896993], [15.877550, 15.567638, 12.733249], [16.426083, 17.728337, 12.074787], [16.089119, 17.949092, 13.852841], [14.753541, 19.594564, 12.090886], [13.973973, 18.778740, 13.562213], [14.617413, 15.879313, 10.788243], [13.263701, 15.406321, 11.867561], [7.542799, 12.072001, 16.720647], [6.199643, 12.840507, 16.883984], [6.337369, 14.071205, 15.948047], [7.371726, 13.462970, 14.527969], [8.494145, 14.341782, 14.445796], [6.538098, 13.113717, 13.424233], [7.843800, 11.880767, 15.208987], [7.417018, 11.123635, 17.298832], [8.381346, 12.605071, 17.200800], [5.916684, 13.205993, 17.841132], [5.431104, 12.261584, 16.431834], [6.805383, 14.915479, 16.451894], [5.419408, 14.345664, 15.400114], [8.891594, 11.656223, 15.030204], [7.181575, 11.173519, 14.659350], [11.311165, 16.238310, 15.032915], [11.503055, 15.780503, 16.486863], [12.200494, 16.939692, 17.190187], [11.627886, 18.506663, 16.405824], [12.782264, 19.053637, 15.776695], [10.729080, 19.283821, 17.229947], [10.626792, 17.619950, 15.089674], [10.752688, 15.609999, 14.342291], [12.294311, 16.378345, 14.571059], [12.145235, 14.946276, 16.583387], [10.546879, 15.543448, 16.934200], [13.321787, 16.916086, 16.991237], [12.008426, 17.107477, 18.250851], [10.758413, 18.202176, 14.217846], [9.646234, 17.587878, 15.544038], [14.171977, 13.496840, 7.243440], [14.048819, 11.916278, 7.219326], [14.385057, 11.435112, 8.629570], [14.138583, 12.932011, 9.822632], [15.424913, 13.407926, 10.346567], [13.147606, 12.625516, 10.803767], [13.435653, 13.901691, 8.538272], [13.720879, 13.987272, 6.368338], [15.191859, 13.841544, 7.377950], [14.645222, 11.410728, 6.465024], [12.985876, 11.757007, 7.071103], [15.429518, 11.076469, 8.715275], [13.650753, 10.781208, 9.044524], [13.491967, 14.961649, 8.872361], [12.367061, 13.729332, 8.511109]],
  "forces_ev_per_a": [[-0.716, 0.221, -1.334], [-0.196, 1.079, -0.359], [0.856, -0.464, 0.681], [0.357, 0.051, -0.042], [-0.632, -0.277, 0.318], [0.232, -0.580, 0.659], [0.020, -0.896, 0.539], [-0.775, 0.342, -0.937], [-0.223, -0.174, 0.081], [0.245, 0.040, -0.244], [0.257, 0.821, 0.302], [0.421, 0.136, 0.173], [0.382, -1.944, 0.139], [0.012, 0.218, -0.253], [-0.349, 0.707, 0.106], [0.097, 0.662, -0.216], [0.007, 0.414, 0.226], [-0.093, -0.209, -0.013], [-1.907, -0.659, -0.603], [1.809, 0.153, 0.059], [0.084, -0.186, 0.520], [0.059, 0.678, -0.095], [0.553, -0.176, 0.123], [-0.554, 0.009, 0.059], [0.411, -0.158, 2.955], [0.872, 0.228, -0.306], [-1.356, 0.959, 0.642], [-0.114, -0.519, -1.693], [0.309, -0.573, 0.775], [-0.311, -0.209, -0.368], [0.742, -0.476, 0.527], [0.212, 0.546, -0.195], [-0.919, 0.267, -1.598], [0.333, 0.141, -0.009], [-0.538, 0.045, -0.117], [0.635, -0.411, 0.276], [0.427, -0.393, -0.302], [-0.720, 0.277, 0.204], [-0.050, 0.227, -0.838], [-1.551, -1.681, 1.656], [-0.473, 1.477, -0.167], [0.746, -0.268, -0.813], [1.342, 1.735, -0.181], [0.411, -1.824, -0.104], [-0.541, -0.256, 0.106], [-1.075, 0.967, -0.127], [-0.025, 0.736, -0.157], [1.818, 0.493, -0.891], [-0.116, -0.193, -0.374], [-0.062, -0.460, -0.107], [-0.330, 0.068, 0.683], [-0.546, -0.267, 0.470], [-0.087, -0.397, -0.054], [0.639, 0.034, 0.192], [0.049, 1.288, -1.364], [-0.553, -0.544, 0.822], [-0.181, -0.852, -0.642], [0.313, 1.501, 0.178], [-0.505, -1.099, 0.227], [0.871, -0.100, -0.598], [-1.058, 0.614, -0.709], [-0.116, -0.518, 0.248], [0.511, -0.746, 0.689], [0.094, 0.261, 0.027], [0.349, -0.115, -0.614], [-0.294, -0.480, 0.492], [-0.126, 0.586, 0.377], [0.041, 0.143, 0.694], [0.543, 0.067, 0.252], [-0.403, -0.849, 1.158], [1.321, 1.095, -2.340], [-0.163, -0.764, -1.045], [-0.377, -0.428, 1.817], [0.856, 0.652, -0.629], [-0.554, 0.643, -0.975], [-0.723, -0.179, 0.918], [0.417, 0.424, -0.700], [-0.306, -0.096, -0.292], [0.018, -0.236, 1.018], [-0.861, -0.816, 0.092], [0.123, 0.003, -0.361], [0.206, 0.126, 0.678], [0.057, 0.169, -0.073], [0.468, 0.296, 0.707], [0.001, 0.947, -0.329], [-0.443, 1.034, -0.340], [1.037, 1.112, 0.132], [-1.960, -2.581, -0.981], [1.248, 1.250, -0.445], [0.650, -0.067, 0.098], [1.538, -0.290, 2.260], [-0.097, -0.351, 0.463], [-0.035, -0.007, 0.011], [0.485, -1.168, -0.105], [-0.262, -0.038, 0.198], [-1.442, 0.096, 0.344], [0.051, -0.494, 0.017], [-0.299, 0.519, -1.006], [-0.454, -0.035, -0.402], [-0.368, -0.370, 0.616], [-0.321, 1.610, 0.826], [0.954, 1.349, 0.821], [2.655, -1.384, -1.435], [-1.355, -0.129, -1.036], [-1.210, -0.519, 1.001], [0.007, 1.757, -0.162], [0.205, -0.281, 0.304], [0.343, -0.118, -0.386], [-0.041, 0.152, -0.070], [-0.113, -0.377, -0.434], [-0.743, 0.129, 0.347], [-0.135, -0.873, 0.112], [0.372, -0.478, -0.520], [-0.310, -0.520, 0.080]]
}